# 1
19
Properties=species:S:1:pos:R:3:forces:R:3:nbo_charge:R:1 method="wB97M-V/def2-TZVPD" e_above_lowest_kj_mol=183.70 mol_weight_g_mol=136.3 orbital_gap_ev="3.10 / 6.89" spin_multiplicity=2 homo_energy_ev="0.715 / -3.124" s2=0.753 largest_force_ha_per_bohr=0.0913 charge=-1
C 2.798399 1.355389 -0.280736 1.06 0.69 1.76 -0.455
C 4.077987 0.453299 -0.119858 -0.01 -0.66 0.34 -0.646
C 1.504343 0.703657 -0.710143 -0.37 0.68 1.42 -0.518
S 0.387387 0.108874 0.630370 3.61 0.33 2.95 -0.248
S -1.303645 -0.410614 -0.476185 -3.13 -0.94 -3.36 -0.237
C -2.631548 -0.794651 0.711503 3.01 -2.08 2.06 -0.545
C -3.959974 -1.123951 0.080274 -0.47 3.63 0.20 -0.723
H 3.147833 2.199868 -1.021519 -1.13 -1.29 1.35 0.178
H 2.510443 1.785760 0.762753 0.84 -0.23 -1.82 0.209
H 4.629422 0.785742 0.830821 -0.65 -0.88 -1.36 0.204
H 4.713688 0.704684 -0.990552 0.03 -0.40 0.49 0.185
H 3.899479 -0.712956 -0.152421 0.17 2.41 0.38 0.212
H 0.972159 1.527928 -1.032285 -1.46 1.71 -1.26 0.199
H 1.632811 0.087264 -1.533783 0.11 -1.78 -1.37 0.191
H -2.349096 -1.786500 1.267188 -0.10 1.48 -0.81 0.175
H -2.503861 -0.052399 1.545646 -1.10 -0.19 -0.85 0.204
H -3.907453 -1.993219 -0.555972 -0.29 -0.61 0.49 0.220
H -4.159129 -0.272577 -0.650091 -0.25 -0.93 0.88 0.203
H -4.661424 -1.008216 0.977026 0.13 -0.94 -1.51 0.193

# 2
18
Properties=species:S:1:pos:R:3:forces:R:3:nbo_charge:R:1 method="wB97M-V/def2-TZVPD" e_above_lowest_kj_mol=270.19 mol_weight_g_mol=116.1 orbital_gap_ev=9.32 spin_multiplicity=1 homo_energy_ev=-13.422 largest_force_ha_per_bohr=0.1059 charge=+1
C -0.876865 0.269409 -2.676447 3.05 3.29 -1.15 -0.292
C -0.083399 0.080742 -1.626480 0.13 1.10 -0.95 -0.244
C 0.890842 -1.188242 0.374769 2.17 3.97 -3.03 -0.442
C -0.383011 -0.696827 -0.432263 0.77 -1.88 1.43 -0.280
C -0.014672 -0.186794 0.922397 0.91 1.84 0.20 -0.033
N 0.730672 1.628913 0.858858 -3.17 -2.63 0.29 -0.786
P -0.709037 -0.298454 2.581153 -0.39 1.09 0.31 0.395
H -0.683185 1.096226 -3.498513 0.02 -2.04 1.83 0.231
H -1.656224 -0.330126 -2.876301 -3.12 -1.80 -0.32 0.199
H 0.881893 0.597047 -1.628612 -0.32 0.09 0.16 0.188
H 0.965787 -2.042157 0.945937 0.33 -1.95 0.69 0.253
H 1.885504 -0.722685 -0.138438 -2.34 -1.66 1.33 0.241
H -1.202110 -1.432305 -0.399042 0.05 0.78 -0.29 0.272
H -0.072842 2.262768 0.706838 1.05 -0.33 -0.18 0.443
H 1.378065 1.459237 0.149957 1.01 0.60 -1.65 0.413
H 1.183382 1.731082 1.727251 0.45 0.41 1.32 0.420
H -0.295639 -1.569899 2.922951 0.32 -0.64 -0.09 0.012
H -1.939164 -0.657935 2.085984 -0.92 -0.24 0.09 0.009

# 3
14
Properties=species:S:1:pos:R:3:forces:R:3:nbo_charge:R:1 method="wB97M-V/def2-TZVPD" e_above_lowest_kj_mol=101.28 mol_weight_g_mol=166.3 orbital_gap_ev=8.19 spin_multiplicity=1 homo_energy_ev=-8.774 smiles="CSC(=S)NC(N)=S" largest_force_ha_per_bohr=0.0679 charge=0
C -3.057816 -0.400399 0.186810 1.60 0.56 1.05 -0.733
S -1.554892 -1.416091 -0.124200 1.45 0.97 -0.51 0.294
C -0.241064 -0.208390 -0.244075 0.34 2.43 1.59 -0.042
S -0.704681 1.455107 -0.049774 0.77 -2.09 -0.58 -0.188
N 1.091180 -0.650909 -0.208743 -1.62 -1.34 -1.00 -0.627
C 2.360345 -0.086195 -0.116369 -1.04 3.28 0.61 0.256
N 2.305115 1.275347 -0.091483 2.46 -0.02 0.69 -0.792
S 3.744066 -0.947693 0.078686 -0.24 -0.40 -0.16 -0.171
H -3.147911 0.519527 -0.556118 -0.08 -2.24 1.86 0.284
H -3.629193 -1.302913 0.052218 -1.60 0.30 -0.41 0.220
H -3.042610 -0.224385 1.349241 -0.16 0.44 -2.51 0.248
H 1.251033 -1.625592 -0.380469 -0.50 -0.72 0.11 0.419
H 1.491348 1.854858 -0.190142 -0.68 -0.43 -0.02 0.423
H 3.135077 1.757727 0.294414 -0.72 -0.73 -0.72 0.408

# 4
32
Properties=species:S:1:pos:R:3:forces:R:3:nbo_charge:R:1 method="wB97M-V/def2-TZVPD" e_above_lowest_kj_mol=436.14 mol_weight_g_mol=240.2 orbital_gap_ev=9.33 spin_multiplicity=1 homo_energy_ev=-9.186 smiles="NC(N)=O.NC(N)=O.NC(N)=O.NC(N)=O" largest_force_ha_per_bohr=0.1826 charge=0
N 3.560354 -1.253354 -0.781661 4.77 -5.04 -1.74 -0.808
C 2.705567 -0.369735 -0.511538 -3.10 2.25 1.87 0.744
N 2.011212 -0.573631 0.597845 -0.59 -1.42 2.16 -0.834
O 2.548889 0.574483 -1.197856 -0.74 4.26 -3.07 -0.689
H 3.610785 -2.135785 -0.292924 0.19 0.17 -0.36 0.384
H 3.969384 -1.159357 -1.700331 0.13 -0.33 0.31 0.410
H 1.274857 0.025428 0.942812 0.28 -0.28 -0.24 0.425
H 2.240097 -1.486917 0.963400 -1.02 0.44 0.96 0.370
N 0.750137 3.559950 -4.234236 -4.06 3.70 6.70 -0.808
C 1.300383 3.134391 -5.249827 2.02 -1.45 -4.92 0.735
N 2.041963 2.069486 -5.062567 2.30 -2.97 -0.90 -0.837
O 1.093560 3.704536 -6.307483 0.44 0.10 -2.05 -0.711
H 0.677740 3.073822 -3.351887 -0.16 0.43 -0.19 0.401
H 0.228581 4.362880 -4.555778 -0.58 0.17 1.33 0.415
H 2.370529 1.781634 -4.151908 -0.07 0.00 -0.28 0.403
H 2.449090 1.677749 -5.899765 0.14 -0.03 0.44 0.400
N -3.856854 2.433622 2.980504 -1.85 4.37 5.13 -0.796
C -3.280458 1.788123 2.062352 5.08 -0.59 1.96 0.725
N -4.136270 1.316521 1.306808 -4.86 -4.25 -6.81 -0.794
O -2.122930 1.467136 2.022846 3.18 0.04 -0.30 -0.694
H -3.284119 3.088294 3.493800 -0.74 0.13 0.25 0.409
H -4.837828 2.516377 2.754792 0.29 1.43 1.39 0.368
H -3.695145 0.538631 0.837351 -1.19 -0.33 -0.64 0.410
H -5.095227 1.355674 1.621397 0.13 -0.86 -0.98 0.372
N 0.343460 -4.126300 3.829585 2.59 -0.08 4.44 -0.821
C -0.187453 -4.395131 2.685175 0.53 0.06 -2.68 0.740
N -1.141281 -3.564508 2.398405 -4.74 3.63 -1.14 -0.825
O 0.226104 -5.157488 1.855604 0.99 -2.35 -0.90 -0.667
H 0.019916 -3.363670 4.407362 0.25 -0.42 -0.08 0.389
H 1.195528 -4.614857 4.064921 -0.27 0.20 0.17 0.407
H -1.361384 -2.756231 2.962623 0.15 -0.32 0.12 0.373
H -1.619183 -3.511773 1.510179 0.53 -0.66 0.07 0.405